This record from the Open Molecules 2025 dataset describes a molecular structure, C25H24AuN4S3. The level of theory is wB97M-V/def2-TZVPD.

The geometry in XYZ format:
```
57
Properties=species:S:1:pos:R:3:forces:R:3
Au 0.3616 -0.1565 -0.0583 -0.07 0.10 0.09
C -1.8669 -4.4445 1.7180 0.05 -0.04 -0.09
S -0.1162 -4.2679 2.1614 0.00 0.19 0.06
C 0.1844 -2.6232 1.5831 -0.10 -0.33 0.11
S -0.1070 -2.3772 -0.1262 -0.01 0.00 -0.13
N 0.6415 -1.7841 2.4554 0.11 0.22 -0.09
N 0.8675 -0.5452 1.8961 0.03 -0.07 0.14
C 1.2714 0.4442 2.5934 -0.02 0.03 -0.12
C 1.3706 1.7464 1.9073 -0.03 -0.08 0.03
C 1.7604 2.8956 2.5636 -0.02 0.03 -0.13
C 1.7816 4.0955 1.8552 0.00 -0.06 0.04
C 1.4095 4.1038 0.5261 -0.01 -0.01 -0.04
C 1.0298 2.9094 -0.0759 0.05 0.02 0.01
N 1.0184 1.7674 0.5960 -0.01 -0.02 0.05
H -2.1521 -5.4280 2.0865 0.02 0.00 0.01
H -2.0197 -4.4087 0.6439 -0.01 -0.01 -0.01
H -2.4615 -3.6873 2.2228 0.00 0.01 -0.01
H 1.4985 0.3395 3.6487 0.00 -0.04 0.02
H 2.0381 2.8571 3.6074 0.00 -0.02 0.01
H 2.0835 5.0091 2.3483 0.00 0.01 -0.01
H 1.4076 5.0146 -0.0544 0.01 0.01 0.00
H 0.7319 2.8560 -1.1152 -0.01 0.01 0.00
C -5.3664 -0.7563 4.9167 -0.01 -0.01 0.01
C -4.3817 0.3827 4.6178 0.01 -0.01 0.01
C -3.0105 -0.0090 5.1689 0.01 0.00 0.00
C -4.8428 1.6596 5.3332 -0.01 0.01 0.01
C -4.3446 0.6314 3.1123 -0.04 0.02 -0.02
C -5.5321 1.0137 2.4495 0.03 -0.01 0.02
C -5.5873 1.2430 1.0932 0.02 -0.01 0.00
C -4.4142 1.0886 0.3562 -0.02 0.00 -0.02
S -4.1348 1.2593 -1.3467 -0.03 -0.01 0.04
C -2.4697 0.8324 -1.0924 0.09 -0.05 0.02
N -2.1453 0.5922 0.1388 -0.01 0.12 -0.03
C -3.2275 0.7207 0.9875 -0.01 -0.03 0.00
C -3.1927 0.4896 2.3651 -0.03 0.02 0.00
C -1.4968 0.7269 -2.1959 -0.07 0.05 -0.01
C -1.8545 1.0890 -3.4938 0.03 0.01 -0.03
C -0.9473 0.9888 -4.5354 -0.01 0.00 0.03
C 0.3339 0.5207 -4.2905 0.01 0.00 -0.01
C 0.7055 0.1512 -3.0025 0.02 -0.02 -0.02
C -0.1986 0.2570 -1.9576 0.03 -0.06 0.07
H -5.3955 -0.9538 5.9895 0.00 0.00 0.01
H -5.0668 -1.6749 4.4088 0.01 0.00 0.00
H -6.3790 -0.5108 4.5966 0.00 0.01 -0.01
H -3.0882 -0.1831 6.2425 0.00 0.00 0.01
H -2.2740 0.7833 5.0161 0.00 0.01 -0.01
H -2.6340 -0.9273 4.7133 0.00 -0.01 0.00
H -4.8672 1.4954 6.4117 0.00 0.00 0.01
H -5.8430 1.9607 5.0218 -0.01 0.00 0.00
H -4.1631 2.4890 5.1293 0.01 0.00 0.00
H -6.4415 1.1280 3.0240 -0.01 0.00 0.00
H -6.5175 1.5272 0.6207 0.00 0.00 -0.01
H -2.2561 0.1897 2.8150 0.01 0.00 0.00
H -2.8543 1.4543 -3.6952 -0.01 0.00 0.01
H -1.2432 1.2711 -5.5362 0.00 0.00 -0.01
H 1.0461 0.4319 -5.1000 0.00 0.00 0.00
H 1.7027 -0.2307 -2.8248 0.00 0.00 0.00
```
Positions in Å, forces in eV/Å.

Summary:
Gap between HOMO and LUMO ... 6.5 eV
LUMO energy ... -4.457 eV
Spin multiplicity ... 1
Total charge ... +1